C8H12N4O | the ωB97M-V functional and the def2-TZVPD basis

```
25
Properties=species:S:1:pos:R:3:forces:R:3
C 2.87675 2.02121 1.55562 -0.970 0.234 1.487
C 1.68477 -0.35159 -2.05643 -1.252 -1.615 -2.336
C 1.92299 0.65064 -3.13837 2.071 1.330 3.689
C 2.10869 -0.16359 -0.85139 1.218 -0.135 0.744
C -2.66757 -0.36135 -0.02961 0.393 1.798 -0.070
C -1.71092 -2.61252 -0.02432 -0.972 -2.040 0.242
C -0.21887 -0.62721 0.37436 0.260 -0.744 -0.640
C -1.58052 -1.09288 0.13003 -1.969 -2.003 -0.101
N 4.07532 1.67968 1.29475 1.886 -0.050 0.408
N 1.93551 1.48805 0.74637 -0.184 0.495 0.259
N 3.99493 0.90730 0.18859 -1.733 1.863 0.586
N 2.64119 0.73800 -0.05466 0.342 -1.184 -1.646
O 1.80524 0.50693 -4.29404 -0.609 -0.195 -2.151
H 2.58780 2.49818 2.49585 0.220 0.291 -0.726
H 1.15306 -1.32965 -2.37209 0.951 1.569 0.579
H 2.48743 1.55855 -2.61773 -1.029 -0.752 -1.191
H -2.51943 0.72560 -0.12313 -0.418 -0.383 0.327
H -3.67590 -0.74234 -0.09662 0.077 -0.190 -0.231
H 4.72945 0.27961 0.00961 0.420 -1.259 -0.493
H -1.96832 -2.94214 -1.07221 1.221 0.713 0.520
H -0.75116 -3.05209 0.35759 -1.031 -0.169 -0.630
H -2.62102 -3.24129 0.40717 1.726 1.911 0.226
H 0.46307 -1.16946 -0.29716 -0.472 0.189 0.741
H -0.04869 0.41063 0.33570 -0.306 1.383 -0.901
H 0.11444 -0.75958 1.37149 0.160 -1.061 1.308
```
Positions in Å, forces in eV/Å.

The value obtained for the HOMO energy is -8.023 eV. The calculation puts the energy above the lowest of the compared OMol25 structures with the same formula, charge and spin at 159.3 kcal/mol. The calculated total energy is -606.0296 a.u. The LUMO energy is -0.1 eV.

Atomic partial charges in e from the natural (NBO) method, atoms 1 to 4: number 1, C, carries 0.147; number 2, C, carries -0.356; number 3, C, carries 0.425; number 4, C, carries 0.134